Record 1
{"formula": "C3H11NO2", "method": "ωB97M-V with the def2-TZVPD basis set", "elements": ["C", "C", "O", "H", "H", "H", "H", "H", "H", "N", "C", "O", "H", "H", "H", "H", "H"], "coordinates": [[-0.683, 1.097, 1.399], [-1.716, 0.648, 0.361], [-1.178, -0.033, -0.747], [-1.279, 1.603, 2.163], [-0.204, 0.238, 1.860], [0.019, 1.859, 1.032], [-2.237, 1.562, 0.023], [-2.453, 0.000, 0.855], [-1.795, -0.017, -1.477], [0.958, -1.765, -0.383], [1.891, -0.780, -0.766], [1.517, 0.402, -1.517], [0.459, -1.606, 0.467], [0.594, -2.411, -1.055], [2.506, -0.397, 0.064], [2.630, -1.281, -1.399], [0.973, 0.881, -0.879]], "forces_ev_per_a": [[-0.67, 0.05, -0.36], [-0.67, 0.74, 0.15], [0.42, 0.09, 0.18], [0.15, -0.09, 0.17], [0.36, 0.10, 0.02], [0.01, -0.51, -0.07], [-0.01, -0.30, 0.09], [0.03, 0.17, 0.08], [-0.17, 0.08, -0.12], [0.84, 0.33, 0.65], [1.80, -0.13, -0.86], [-0.41, -0.61, 0.69], [-0.51, -0.13, -0.20], [-0.22, 0.22, -0.03], [-0.58, -0.40, 0.35], [-0.14, 0.20, -0.23], [-0.21, 0.19, -0.52]], "nbo_charge": [-0.6348, -0.0610, -0.7284, 0.2206, 0.2051, 0.2088, 0.1571, 0.1549, 0.4769, -0.8534, 0.0696, -0.7326, 0.3684, 0.3805, 0.1490, 0.1605, 0.4588], "multiplicity": 1, "homo_lumo_gap_ha": 0.356, "e_homo_ev": -8.93, "lumo_energy_ev": 0.766, "total_charge": 0}

=====

Record 2
{"formula": "C2H4OS2", "method": "ωB97M-V with the def2-TZVPD basis set", "elements": ["C", "C", "O", "S", "S", "H", "H", "H", "H"], "coordinates": [[1.176, -0.573, -0.407], [0.968, 0.474, 0.412], [-2.191, 1.643, -0.518], [-2.566, -1.433, -0.240], [-1.804, 0.053, 0.625], [1.826, -0.528, -1.182], [0.735, -1.482, -0.324], [0.451, 0.448, 1.290], [1.403, 1.397, 0.345]], "forces_ev_per_a": [[-0.47, 3.27, 2.46], [0.98, -2.71, -1.97], [1.45, -5.33, 4.13], [0.45, 0.56, 0.60], [-2.61, 4.72, -4.80], [1.86, 0.56, -2.41], [-1.49, -2.56, 0.74], [-1.56, -0.67, 2.20], [1.39, 2.15, -0.94]], "nbo_charge": [-0.3377, -0.3621, -0.6770, -0.0360, 0.6674, 0.1903, 0.1796, 0.1763, 0.1992], "multiplicity": 1, "homo_lumo_gap_ha": [0.252, 0.251], "e_homo_ev": [-9.80, -9.78], "lumo_energy_ev": [-2.945, -2.946], "total_charge": 0}

=====

Record 3
{"formula": "C12H39B2ClN2O10", "method": "ωB97M-V with the def2-TZVPD basis set", "elements": ["C", "C", "B", "O", "N", "C", "C", "C", "Cl", "C", "O", "O", "B", "N", "O", "H", "H", "H", "H", "H", "H", "H", "H", "H", "H", "H", "H", "H", "H", "H", "C", "O", "H", "H", "H", "H", "C", "O", "H", "H", "H", "H", "C", "O", "H", "H", "H", "H", "C", "O", "H", "H", "H", "H", "C", "O", "H", "H", "H", "H", "C", "O", "H", "H", "H", "H"], "coordinates": [[-0.736, 4.978, -1.709], [0.208, 4.085, -0.683], [1.244, 3.061, -1.436], [1.504, 3.336, -2.894], [1.934, 1.848, -0.856], [1.220, 0.569, -1.225], [1.627, -0.746, -0.340], [0.687, -1.037, 0.967], [-1.136, -0.852, 0.695], [2.243, 1.965, 0.614], [1.376, 2.162, 1.611], [3.677, 1.793, 1.023], [3.727, 1.420, 2.470], [3.763, -0.084, 2.773], [3.782, 2.450, 3.526], [-1.626, 4.278, -2.040], [-0.119, 5.379, -2.641], [-1.168, 5.884, -1.077], [-0.519, 3.435, 0.004], [0.822, 4.764, 0.054], [2.425, 3.723, -3.000], [1.542, 0.326, -2.349], [0.063, 0.794, -1.281], [1.512, -1.691, -1.061], [2.794, -0.702, -0.099], [0.883, -2.169, 1.292], [0.976, -0.396, 1.922], [2.804, -0.309, 3.147], [3.894, -0.614, 1.877], [2.915, 2.383, 4.023], [-5.348, -0.489, 0.211], [-4.440, 0.108, -0.697], [-6.346, -0.082, 0.033], [-5.364, -1.570, 0.054], [-5.042, -0.262, 1.235], [-3.564, -0.272, -0.516], [2.301, -4.575, -1.298], [1.133, -3.830, -1.592], [3.174, -3.929, -1.419], [2.255, -4.932, -0.266], [2.377, -5.421, -1.985], [0.375, -4.428, -1.476], [4.217, -7.883, -0.442], [4.779, -6.585, -0.393], [3.472, -7.918, -1.241], [5.003, -8.614, -0.649], [3.735, -8.110, 0.512], [5.436, -6.586, 0.324], [3.985, -4.016, 2.232], [2.818, -3.271, 1.937], [4.858, -3.370, 2.110], [3.940, -4.373, 3.264], [4.062, -4.862, 1.545], [2.060, -3.869, 2.054], [-8.642, 1.056, 1.546], [-8.420, -0.327, 1.756], [-9.207, 1.188, 0.620], [-9.216, 1.464, 2.382], [-7.683, 1.571, 1.461], [-7.917, -0.413, 2.583], [-3.866, 7.303, -2.903], [-2.618, 7.471, -2.256], [-4.516, 6.694, -2.271], [-4.330, 8.280, -3.062], [-3.716, 6.799, -3.861], [-2.064, 8.016, -2.841]], "forces_ev_per_a": [[0.27, 0.01, 0.89], [-0.70, -0.40, 0.34], [0.05, 1.16, -1.92], [1.01, 0.09, 2.84], [0.51, 0.97, 3.00], [-0.24, -1.16, -1.65], [-0.41, -0.38, -1.00], [2.02, -1.00, 1.23], [1.47, -0.09, 0.06], [-1.79, 0.14, 4.51], [4.77, -1.23, -5.82], [-3.77, 0.11, -0.05], [-0.35, 0.10, 0.76], [-1.17, 2.08, -1.26], [-1.70, -2.45, -1.89], [1.82, 1.62, 0.43], [-1.46, -0.95, 2.06], [0.82, -1.98, -1.64], [1.63, 1.44, -1.25], [-1.15, -1.18, -1.33], [-1.57, -1.07, 0.15], [-0.65, 0.61, 2.48], [2.13, -0.90, 0.47], [0.06, 2.16, 1.64], [-2.67, 0.04, -0.13], [-0.68, 2.66, -0.93], [-0.86, -1.09, -2.33], [1.53, -0.12, -0.21], [-0.48, 0.58, 1.22], [1.52, 0.19, -0.67], [0.12, -0.03, -0.05], [0.54, -0.02, -0.11], [0.22, -0.08, -0.02], [-0.22, -0.05, 0.19], [-0.20, -0.11, 0.16], [-0.43, 0.30, -0.20], [-0.03, -0.21, 0.04], [-0.65, -0.10, -0.01], [-0.19, -0.08, 0.04], [0.29, -0.10, -0.04], [0.25, -0.06, 0.10], [0.35, 0.47, -0.13], [0.13, -0.08, 0.14], [0.34, 0.36, 0.32], [0.15, 0.10, 0.11], [-0.19, -0.20, -0.02], [-0.11, -0.25, -0.08], [-0.32, 0.08, -0.47], [0.01, -0.24, 0.09], [-0.57, 0.00, -0.02], [-0.21, -0.02, 0.02], [0.25, -0.06, 0.00], [0.21, -0.06, 0.04], [0.40, 0.37, -0.07], [0.09, 0.04, 0.18], [0.24, -0.37, 0.37], [0.10, -0.13, 0.15], [-0.02, 0.25, -0.12], [-0.10, 0.25, -0.06], [-0.30, -0.04, -0.51], [0.09, 0.12, -0.13], [0.39, 0.38, -0.12], [0.19, 0.09, -0.04], [-0.25, -0.10, -0.10], [-0.27, -0.03, -0.05], [-0.25, -0.34, 0.41]], "nbo_charge": [-0.6180, -0.8368, 1.2105, -0.9551, -0.8222, -0.2224, -0.4756, -0.3715, -0.1102, 0.9472, -0.6196, -0.7522, 1.3126, -1.1355, -0.9380, 0.2119, 0.2191, 0.2338, 0.2512, 0.2535, 0.5014, 0.2296, 0.2106, 0.2765, 0.2379, 0.2307, 0.2262, 0.3948, 0.3870, 0.5058, -0.2457, -0.7245, 0.1890, 0.1611, 0.1545, 0.4652, -0.2384, -0.7333, 0.1908, 0.1553, 0.1641, 0.4679, -0.2469, -0.7263, 0.1833, 0.1676, 0.1608, 0.4648, -0.2516, -0.7334, 0.1881, 0.1656, 0.1696, 0.4648, -0.2493, -0.7234, 0.1847, 0.1628, 0.1641, 0.4626, -0.2455, -0.7218, 0.1847, 0.1601, 0.1628, 0.4630], "multiplicity": 1, "homo_lumo_gap_ha": 0.354, "e_homo_ev": -9.41, "lumo_energy_ev": 0.217, "total_charge": 0}

=====

Record 4
{"formula": "C39H29N5O4", "method": "ωB97M-V with the def2-TZVPD basis set", "elements": ["N", "C", "C", "C", "C", "C", "C", "N", "C", "C", "N", "C", "N", "C", "C", "N", "H", "H", "H", "H", "H", "H", "H", "H", "H", "H", "H", "H", "H", "O", "C", "C", "C", "C", "C", "C", "C", "C", "O", "C", "C", "C", "C", "C", "C", "H", "H", "H", "H", "H", "H", "H", "H", "O", "C", "C", "C", "C", "C", "C", "C", "C", "O", "C", "C", "C", "C", "C", "C", "H", "H", "H", "H", "H", "H", "H", "H"], "coordinates": [[3.378, 3.189, 3.501], [3.462, 2.766, 4.583], [3.566, 2.119, 6.027], [3.084, 0.623, 5.975], [3.144, -0.237, 4.740], [2.680, -1.673, 4.881], [2.222, -2.100, 6.236], [2.133, -1.326, 7.385], [2.567, -0.021, 7.223], [5.115, 2.156, 6.514], [5.111, 2.873, 7.836], [5.865, 3.134, 5.497], [6.659, 3.708, 4.864], [5.815, 0.741, 6.587], [7.384, 0.826, 6.957], [7.637, 0.598, 8.417], [2.935, 2.774, 6.697], [3.541, 0.180, 3.767], [2.738, -2.315, 3.964], [1.906, -3.186, 6.338], [2.541, 0.638, 8.149], [5.796, 2.421, 8.453], [5.460, 3.823, 7.657], [5.368, 0.049, 7.372], [5.783, 0.268, 5.551], [7.879, 1.760, 6.565], [7.875, -0.045, 6.409], [8.074, -0.333, 8.495], [6.758, 0.507, 8.940], [0.789, -0.046, 0.894], [0.124, 0.698, 0.195], [0.591, 2.075, -0.098], [1.810, 2.510, 0.416], [2.275, 3.785, 0.114], [1.523, 4.627, -0.702], [0.298, 4.202, -1.201], [-0.174, 2.928, -0.896], [-1.490, 2.490, -1.418], [-2.182, 3.253, -2.069], [-1.948, 1.107, -1.142], [-3.167, 0.671, -1.658], [-3.589, -0.633, -1.433], [-2.795, -1.506, -0.693], [-1.586, -1.070, -0.166], [-1.161, 0.239, -0.384], [2.402, 1.858, 1.047], [3.226, 4.121, 0.511], [1.892, 5.616, -0.947], [-0.285, 4.863, -1.831], [-3.786, 1.345, -2.239], [-4.537, -0.972, -1.839], [-3.121, -2.527, -0.527], [-0.974, -1.754, 0.412], [-5.839, -2.350, -4.547], [-5.467, -2.460, -5.702], [-6.424, -2.837, -6.770], [-7.764, -3.046, -6.451], [-8.674, -3.360, -7.451], [-8.251, -3.466, -8.774], [-6.913, -3.276, -9.093], [-5.995, -2.967, -8.092], [-4.565, -2.783, -8.441], [-4.182, -2.950, -9.585], [-3.613, -2.387, -7.377], [-2.273, -2.176, -7.697], [-1.380, -1.773, -6.713], [-1.821, -1.578, -5.406], [-3.153, -1.802, -5.082], [-4.051, -2.212, -6.064], [-8.100, -2.959, -5.424], [-9.718, -3.518, -7.202], [-8.965, -3.699, -9.556], [-6.587, -3.364, -10.124], [-1.925, -2.321, -8.713], [-0.338, -1.605, -6.964], [-1.125, -1.254, -4.640], [-3.490, -1.651, -4.062]], "forces_ev_per_a": [[0.14, -0.70, 1.88], [-0.29, -0.68, 0.42], [0.10, -0.41, -1.87], [-1.36, -2.76, -0.41], [-1.02, -1.09, 2.90], [0.61, 3.28, 2.17], [0.39, 0.35, -1.51], [1.46, 1.31, -3.18], [0.39, 0.49, -1.33], [-0.23, 1.77, -0.40], [0.83, -0.59, -0.71], [1.29, -1.39, 0.50], [-1.59, -0.71, 1.02], [1.51, 0.29, -0.65], [-0.43, -0.92, -0.49], [-0.10, -0.55, -0.51], [0.83, -0.95, -0.59], [-0.66, -0.59, 1.25], [-0.26, 0.44, 1.33], [0.35, 1.56, 0.01], [-0.08, -0.99, -1.20], [-0.25, 0.41, -0.29], [-0.29, -0.48, 0.45], [0.09, 1.03, -1.23], [-0.36, 0.52, 1.44], [-0.68, -0.81, 0.60], [-0.61, 1.21, 0.51], [-0.24, 0.81, 0.18], [0.44, 0.11, -0.34], [-0.12, 0.08, -0.12], [0.47, -0.39, 0.46], [0.11, 0.21, -0.03], [0.15, 0.16, -0.03], [-0.07, -0.08, -0.04], [-0.10, -0.16, 0.02], [0.15, 0.17, 0.02], [0.21, 0.07, 0.06], [-0.39, 0.57, -0.42], [0.10, -0.17, 0.11], [-0.11, -0.26, 0.03], [-0.13, -0.17, -0.03], [0.06, 0.08, 0.02], [0.11, 0.12, 0.02], [-0.17, -0.17, -0.04], [-0.23, -0.14, -0.11], [-0.16, 0.00, -0.06], [-0.10, -0.06, 0.03], [-0.04, -0.07, 0.02], [-0.07, -0.18, 0.07], [0.18, 0.05, 0.07], [0.06, 0.03, 0.02], [0.02, 0.08, -0.01], [0.04, 0.20, -0.02], [0.06, -0.01, -0.18], [-0.23, 0.07, 0.73], [-0.18, -0.07, -0.17], [-0.20, -0.04, -0.08], [0.13, 0.03, 0.02], [0.14, 0.03, 0.07], [-0.22, -0.05, -0.07], [-0.27, -0.02, 0.06], [0.26, -0.10, -0.76], [-0.08, 0.03, 0.21], [0.19, 0.07, 0.16], [0.20, 0.07, 0.08], [-0.16, -0.04, -0.02], [-0.12, -0.05, -0.05], [0.22, 0.06, 0.07], [0.26, 0.07, -0.05], [0.19, 0.04, -0.06], [0.09, 0.02, -0.01], [0.07, 0.01, 0.06], [0.13, 0.03, 0.16], [-0.20, -0.02, 0.06], [-0.09, -0.01, 0.01], [-0.07, -0.02, -0.04], [-0.09, -0.07, -0.15]], "mulliken_charge": [-0.4255, -0.0266, 0.2185, 0.1241, -0.1308, -0.5857, -0.1863, -0.5634, -0.3032, 1.2042, -0.7456, -0.1641, -0.5204, -0.7818, -0.6390, -0.6110, 0.3305, 0.3875, 0.3551, 0.3021, 0.3456, 0.2906, 0.3290, 0.2655, 0.3344, 0.3160, 0.3442, 0.2858, 0.2525, -0.7145, 0.6068, 0.2228, -0.6348, -0.5227, -0.4612, -0.6268, 0.4235, 0.5692, -0.6767, 0.1511, -0.4938, -0.5998, -0.4432, -0.6537, 0.1524, 0.5059, 0.4192, 0.3930, 0.4617, 0.4682, 0.5336, 0.4323, 0.4686, -0.6749, 0.4966, 0.1307, -0.5083, -0.4845, -0.4581, -0.5295, 0.1375, 0.5868, -0.6654, 0.4084, -0.6356, -0.5427, -0.4690, -0.5060, 0.0782, 0.4566, 0.3982, 0.3988, 0.4598, 0.4730, 0.3875, 0.5045, 0.5740], "multiplicity": 1, "homo_lumo_gap_ha": 0.317, "e_homo_ev": -9.64, "lumo_energy_ev": -1.021, "total_charge": 0}

=====

| no. | energy (eV) | F_max (eV Å⁻¹) |
| --- | --- | --- |
| 1 | -8873.4155 | 1.997 |
| 2 | -25851.0128 | 7.216 |
| 3 | -50404.5715 | 7.629 |
| 4 | -56551.5996 | 3.978 |